C5H28NO11 | ωB97M-V/def2-TZVPD

Last column: Löwdin charge in e.
Positions of all 45 atoms, in Å:
H (2.74, -1.46, -0.78)  0.129
H (2.22, 2.94, -0.43)  0.047
N (1.03, -0.88, 0.19)  -0.047
H (-3.34, 1.72, 1.46)  0.057
H (-0.62, -0.37, -3.01)  0.012
H (0.98, 0.46, -1.95)  0.021
O (-2.77, 2.45, 1.18)  -0.068
H (-0.09, -3.03, -1.98)  -0.015
H (-2.64, -0.85, 1.00)  -0.007
H (-1.83, 2.17, 2.49)  0.065
H (2.79, 2.23, -1.66)  0.047
H (1.83, 0.60, 3.12)  0.107
C (-0.83, 1.88, 2.85)  -0.240
O (0.40, -3.84, -1.74)  -0.101
O (-0.11, 2.62, 3.47)  0.014
O (-0.46, 2.43, -2.20)  -0.085
C (-0.36, 0.46, 2.59)  -0.158
O (-1.69, 0.10, -0.35)  -0.270
H (-0.98, 0.74, -0.45)  -0.022
O (1.02, -3.52, 1.06)  -0.081
H (-1.50, -0.84, -1.15)  -0.007
H (2.72, -0.17, 1.01)  0.118
O (-0.28, 0.34, -3.60)  -0.074
H (-1.89, -1.53, -2.49)  0.034
H (-2.19, 2.00, 0.55)  0.028
O (2.16, 2.90, -1.39)  -0.053
H (-0.29, 1.47, -2.12)  -0.033
C (1.12, 0.09, 2.49)  -0.165
H (0.76, -3.81, 0.18)  -0.019
H (0.45, 2.73, -2.00)  0.001
H (0.04, -0.71, 0.02)  0.064
O (-2.78, -1.42, 1.78)  -0.086
H (1.06, -0.98, 2.74)  0.105
O (1.87, 0.11, -1.84)  -0.074
H (-0.25, -4.49, -1.47)  0.042
H (1.23, -1.82, -1.65)  0.078
H (-2.22, -2.17, 1.55)  0.035
O (-1.16, -1.72, -1.89)  -0.237
H (-0.97, 0.02, 1.80)  0.058
H (0.22, -0.05, -4.32)  0.060
C (1.65, 0.13, 1.06)  -0.219
C (1.74, -1.07, -1.05)  -0.272
H (1.67, 1.14, 0.63)  0.094
H (-0.62, -0.14, 3.48)  0.125
H (1.64, -2.81, 0.99)  -0.006

Computed properties:
* highest occupied orbital energy: -5.95 eV
* E_LUMO: 2.9 eV
* 2S+1: 1
* DFT total energy: -29652.6294 eV
* M: 278.275 g mol⁻¹
* net charge: -1
* relative energy (zero: lowest compared OMol25 entry of this formula, charge and spin): 510.7 kJ/mol